[1]
Entry from OMol25: the molecule C5H7NS at a distorted geometry (ωB97M-V with the def2-TZVPD basis set).

Last column: Mulliken charge in e.
Geometry (Å):
S -0.06 0.12 1.00  -0.12
N -1.22 -0.54 -1.40  -0.67
C 3.07 1.39 -0.87  -0.70
C -1.38 -0.15 -0.23  0.61
C 2.32 0.46 -0.31  0.58
C 1.41 -0.45 0.15  -0.89
C -2.64 0.32 0.44  -1.10
H -2.51 1.01 1.25  0.38
H -3.21 -0.55 0.70  0.27
H 3.12 1.28 -1.98  0.24
H -3.18 0.88 -0.33  0.32
H 1.76 -1.42 0.01  0.48
H -0.21 -0.69 -1.55  0.33
H 3.93 1.86 -0.31  0.26

Gap between HOMO and LUMO = 9.95 eV
Charge = 0
SMILES string = [H]/N=C(/C)SC=C=C
HOMO energy = -9.23 eV

---

[2]
Entry from OMol25: a cluster of 15 separate species, C42H111N3O15 in total at a distorted geometry (ωB97M-V with the def2-TZVPD basis set).

Last column: Mulliken charge in e.
Geometry (Å):
O 2.60 -6.93 3.84  -0.64
O 9.02 6.16 7.80  -0.64
O 8.15 1.42 -1.05  -0.64
O 5.77 8.13 -1.38  -0.64
O 5.69 11.24 4.44  -0.64
O -2.59 0.23 10.61  -0.52
O -8.36 -3.73 -3.49  -0.54
O 7.20 6.59 -8.63  -0.55
O -4.89 6.13 -7.13  -0.52
O -0.66 5.82 -2.92  -0.64
O 7.88 -3.96 5.16  -0.55
O -7.80 4.76 2.50  -0.56
O 2.68 2.57 -0.21  -0.44
O -1.15 -6.45 -10.30  -0.43
O 9.59 3.03 3.69  -0.64
N -3.05 -0.88 11.25  0.27
N -0.19 -7.42 -10.14  0.01
N 1.47 2.11 0.32  0.37
C -3.42 -3.44 11.04  -1.09
C -6.50 7.40 -5.78  -1.16
C -0.76 0.81 1.64  -0.79
C -3.53 -2.01 9.04  -1.84
C -3.98 0.34 13.06  -1.95
C 2.36 1.74 2.64  -1.85
C 0.69 -9.38 -8.79  -1.08
C 2.07 -9.02 -9.13  -0.69
C 1.35 2.44 1.76  1.75
C 1.82 -5.77 -9.84  -1.52
C 7.82 5.39 -8.33  0.44
C -4.66 -1.99 12.68  -1.19
C -4.71 -3.22 11.73  -0.68
C -0.27 -8.21 -8.80  1.78
C -6.67 6.94 -8.22  -1.42
C -8.08 6.99 2.55  -1.33
C 7.69 -4.69 7.37  -1.27
C -0.10 2.15 2.18  -1.24
C 8.28 4.75 -9.73  -1.20
C -2.86 -2.08 10.38  1.58
C -6.50 -3.07 -4.45  -1.38
C -5.66 7.29 -7.07  0.45
C -7.22 5.92 3.17  0.53
C 1.78 -0.43 0.21  -1.71
C -1.77 -8.82 -8.70  -1.75
C -4.29 -0.62 11.98  1.49
C 1.13 -6.68 -12.10  -1.70
C 1.04 0.83 -0.24  1.33
C -1.37 -2.22 10.03  -1.96
C -5.53 -0.17 11.16  -1.59
C -7.36 5.78 4.66  -1.18
C 1.19 -7.01 -10.61  1.08
C 8.71 -4.46 6.27  0.60
C 1.19 0.81 -1.79  -1.85
C 9.70 -3.32 6.61  -1.32
C -7.55 -2.68 -3.43  0.46
C 1.36 4.00 2.01  -2.10
C -0.03 -7.26 -7.65  -1.89
C 2.13 -8.30 -10.51  -1.25
C 6.68 4.69 -7.62  -1.27
C -0.42 0.72 0.08  -1.15
C -8.37 -1.37 -3.87  -1.19
H -6.74 4.94 4.98  0.32
H 7.14 -5.63 7.28  0.31
H 7.47 4.98 -10.41  0.35
H 2.79 -5.47 -10.23  0.45
H 1.12 -4.93 -9.89  0.44
H -5.37 -3.08 10.87  0.32
H -0.82 2.96 2.06  0.50
H -7.19 6.00 -8.00  0.33
H 3.31 -6.62 4.40  0.32
H -0.79 -2.42 10.93  0.49
H -5.62 -1.88 13.19  0.53
H -0.77 -6.46 -7.65  0.37
H 2.05 0.75 2.99  0.33
H 2.64 -6.37 3.07  0.32
H 0.81 -9.70 -7.76  0.37
H 1.19 4.22 3.06  0.47
H -0.73 -1.46 9.60  0.40
H 1.78 -0.50 1.30  0.36
H -5.09 8.14 -7.46  0.29
H 1.25 -1.33 -0.11  0.41
H 8.55 1.72 -0.23  0.33
H -4.17 6.26 -6.51  0.31
H -0.25 -7.69 -6.67  0.47
H 7.03 3.82 -7.06  0.41
H -0.95 1.46 -0.52  0.39
H 2.36 3.40 -0.59  0.34
H -3.77 1.35 12.71  0.36
H 7.27 1.81 -1.04  0.32
H 2.22 0.85 -2.14  0.37
H -0.52 -0.11 2.17  0.34
H -1.64 0.30 10.77  0.35
H -8.27 5.88 5.26  0.32
H -9.09 7.09 2.94  0.32
H 10.54 3.16 3.76  0.32
H -2.49 -8.14 -8.25  0.39
H -7.33 8.08 -5.96  0.33
H -0.80 -0.24 -0.27  0.46
H 2.01 -5.90 -8.77  0.31
H 3.25 1.49 2.06  0.37
H -7.14 -2.48 -2.44  0.26
H -4.78 0.45 13.80  0.39
H 0.47 -10.29 -9.35  0.38
H 0.97 -6.87 -7.49  0.29
H 1.77 -5.86 -12.44  0.39
H 10.39 -3.60 7.41  0.35
H -7.04 6.49 -5.49  0.35
H -7.59 7.92 2.88  0.37
H -6.18 6.03 2.85  0.24
H -5.35 0.78 10.65  0.37
H 6.55 5.22 -6.68  0.33
H -3.20 -2.80 8.38  0.47
H -4.61 -2.13 9.10  0.36
H 0.67 1.64 -2.28  0.37
H -0.05 6.52 -2.69  0.32
H -6.24 6.87 -9.22  0.33
H 1.21 -7.53 -12.77  0.37
H 1.91 -8.98 -11.33  0.45
H 2.37 4.41 1.95  0.47
H 6.60 11.02 4.27  0.32
H -6.93 -3.19 -5.44  0.37
H -8.44 -4.09 -4.38  0.35
H 2.83 -0.48 -0.08  0.36
H 2.50 -8.40 -8.35  0.29
H 5.25 11.09 3.60  0.32
H 8.17 -4.83 8.34  0.34
H -2.59 -3.95 11.53  0.40
H -1.18 -3.11 9.43  0.39
H 10.23 -3.06 5.70  0.36
H -5.71 -2.35 -4.63  0.35
H -3.37 -1.14 8.41  0.30
H -6.41 -0.04 11.78  0.40
H 0.80 4.54 1.25  0.42
H 9.15 7.09 7.97  0.32
H -2.25 -8.94 -9.67  0.43
H -0.64 -5.66 -10.14  0.41
H 7.00 -3.86 7.45  0.31
H 5.28 8.62 -2.04  0.32
H -1.96 -9.68 -8.07  0.37
H -8.90 -1.43 -4.82  0.28
H 9.26 3.30 4.55  0.32
H 2.72 -9.89 -9.19  0.40
H -7.18 4.04 2.36  0.29
H 5.75 4.54 -8.16  0.30
H 3.18 -8.14 -10.75  0.45
H 6.20 7.43 -1.87  0.32
H 8.65 5.63 -7.67  0.25
H -3.61 -4.17 10.25  0.39
H -3.13 -0.05 13.61  0.47
H -9.05 -1.01 -3.10  0.33
H 8.08 6.03 7.89  0.32
H 7.79 7.16 -9.12  0.30
H 9.16 -5.43 6.07  0.18
H -8.07 7.07 1.47  0.33
H -0.24 2.07 3.26  0.42
H -6.07 -4.04 -4.18  0.35
H 0.18 -6.24 -12.38  0.41
H 0.75 -0.08 -2.24  0.41
H 9.16 5.22 -10.17  0.33
H -4.00 -2.29 13.49  0.38
H -7.74 -0.49 -3.94  0.36
H -0.33 5.05 -2.45  0.32
H 2.70 2.37 3.46  0.43
H -7.45 7.69 -8.32  0.41
H -5.88 7.59 -4.90  0.32
H 8.43 3.67 -9.67  0.32
H -1.85 0.85 1.65  0.43
H -5.03 -4.14 12.21  0.37
H 8.30 -3.23 4.70  0.30
H -5.82 -0.87 10.38  0.32
H -6.69 6.55 5.04  0.37
H 9.16 -2.41 6.87  0.38

Gap between HOMO and LUMO = 8.03 eV
Charge = 0
HOMO energy = -8.03 eV

---

[3]
Entry from OMol25: the molecule C12H22N4O2 (ωB97M-V with the def2-TZVPD basis set).

Last column: Mulliken charge in e.
Geometry (Å):
O -3.07 -2.72 -0.83  -0.65
O 1.09 -3.64 0.74  -0.69
N 1.78 -0.87 0.81  -0.45
N -0.22 0.85 0.02  -0.47
N -1.69 -0.96 -0.42  0.26
N -0.99 -3.14 -0.03  -0.06
C 0.53 -1.37 0.37  -0.24
C -5.52 1.95 0.92  -1.29
C -2.72 -0.05 -0.88  -1.90
C 2.70 -0.49 -0.26  -0.67
C 0.29 -2.79 0.39  0.61
C 4.90 0.66 -0.75  -0.31
C 6.14 1.32 -0.16  -1.28
C -0.47 -0.50 0.01  0.29
C -1.99 -2.31 -0.45  0.42
C 3.94 0.18 0.33  -0.46
C -4.63 1.46 -0.22  -0.35
C -3.59 0.46 0.27  -0.14
H -6.05 1.12 1.38  0.33
H 2.18 0.21 -0.93  0.34
H -1.01 1.46 0.18  0.22
H -2.97 0.92 1.05  0.34
H 5.86 2.18 0.44  0.32
H 3.01 -1.36 -0.86  0.32
H -5.25 0.99 -0.98  0.30
H 4.39 1.37 -1.41  0.33
H -4.92 2.44 1.69  0.34
H -4.10 -0.40 0.72  0.31
H 6.67 0.62 0.48  0.33
H -2.26 0.77 -1.42  0.47
H 5.20 -0.20 -1.37  0.32
H 6.81 1.65 -0.95  0.38
H 3.62 1.03 0.94  0.29
H 2.22 -1.59 1.38  0.44
H 0.60 1.07 0.56  0.28
H -1.21 -4.13 -0.04  0.25
H 4.45 -0.53 0.98  0.27
H -3.35 -0.62 -1.57  0.51
H -6.25 2.67 0.55  0.39
H -4.13 2.31 -0.68  0.32

Gap between HOMO and LUMO = 8.65 eV
Charge = 0
SMILES string = CCCCNc1c(N)n(CCCC)c(=O)[nH]c1=O
HOMO energy = -7.96 eV

---

[4]
Entry from OMol25: the molecule C3H4N2O (ωB97M-V with the def2-TZVPD basis set).

Last column: Mulliken charge in e.
Geometry (Å):
O 2.25 -0.08 -0.17  -0.50
N 0.33 -1.36 0.19  -0.78
N -0.98 -1.05 0.24  0.29
C 0.00 0.89 -0.01  -0.29
C 0.92 -0.19 0.02  0.58
C -1.22 0.27 0.10  -0.59
H -2.23 0.67 0.06  0.41
H -1.65 -1.79 0.35  0.21
H 2.35 0.69 -0.73  0.32
H 0.23 1.94 -0.04  0.35

Gap between HOMO and LUMO = 9.95 eV
Charge = 0
SMILES string = Oc1cc[nH]n1
HOMO energy = -9.03 eV

---

[5]
Entry from OMol25: a structure of composition C39H50CrN10O4S4Sb (ωB97M-V with the def2-TZVPD basis set).

Last column: Mulliken charge in e.
Geometry (Å):
Sb 2.22 0.34 -1.89  0.66
Cr -0.65 0.25 0.45  0.66
S -0.10 0.81 -1.86  -0.71
S -2.41 0.08 4.85  -0.26
S -1.28 -3.36 2.58  -0.45
S -3.01 2.62 1.23  0.59
O 0.54 -1.35 0.12  1.13
O -2.00 1.82 0.43  -0.48
O 2.55 2.00 2.56  -0.66
O 0.87 -2.57 -1.72  -0.73
N 1.10 -2.09 2.89  0.90
N -2.77 -0.26 2.37  -0.55
N -2.72 -2.37 -4.09  -0.02
N 0.89 1.27 1.03  -0.22
N 0.76 -3.73 4.28  -0.17
N -2.88 -0.12 -4.54  -0.35
N -1.43 0.08 2.49  1.41
N 0.11 0.66 4.21  0.04
N -4.77 -1.32 -3.93  -0.36
N -1.99 -1.33 -0.03  -0.19
C -2.29 4.30 4.81  -0.58
C 3.55 -2.06 -0.30  -0.33
C 3.02 2.28 -1.57  1.22
C -1.90 -3.56 -1.25  -0.60
C 2.58 3.32 -2.39  -0.75
C 0.23 -3.06 3.25  0.25
C 1.74 1.63 1.78  0.68
C 3.04 4.61 -2.18  -0.72
C 2.05 -1.38 -5.89  -0.70
C -3.46 -1.28 -4.18  0.96
C 2.48 -0.01 -3.96  0.95
C -2.17 3.36 2.62  0.72
C -5.77 0.42 3.09  -0.91
C -0.19 4.24 3.62  -0.67
C 2.39 -2.22 3.58  -0.34
C 5.94 -2.40 -0.32  -0.72
C -0.93 4.57 4.75  -0.61
C 3.93 4.86 -1.15  -0.59
C 5.00 -0.46 -1.40  -0.75
C 6.11 -1.22 -1.04  -0.82
C 3.91 2.54 -0.53  -0.71
C -3.41 -0.33 3.48  0.17
C 2.88 -0.57 -6.65  -0.59
C 3.51 0.52 -6.07  -0.77
C 4.36 3.83 -0.32  -0.77
C -1.38 -2.13 -1.11  0.54
C -4.85 -0.69 3.61  -0.67
C -3.23 -3.74 -1.98  -0.25
C -3.16 -3.65 -3.51  -1.44
C 1.84 -1.10 -4.54  -0.54
C 3.73 -0.89 -1.02  1.09
C 4.66 -2.81 0.05  -0.89
C 0.12 -2.07 -0.89  -0.22
C 3.32 0.81 -4.72  -0.65
C -3.20 4.12 0.26  -1.17
C -0.82 3.64 2.54  -0.77
C -2.92 3.68 3.74  -0.48
C 2.06 -3.20 4.71  -0.56
C -1.10 0.32 3.75  -0.45
H 4.25 1.73 0.11  0.58
H -2.20 4.44 -0.05  0.36
H 1.23 -1.75 -3.93  0.46
H -1.49 -1.59 -2.04  -0.37
H -2.97 -1.15 -0.20  0.16
H -3.59 -4.75 -1.78  0.47
H -6.81 0.10 3.16  0.43
H 0.26 -4.45 4.77  0.23
H -5.55 0.65 2.04  0.20
H -3.99 3.47 3.78  0.35
H 0.82 0.98 3.57  -0.47
H 1.03 -1.67 1.97  -0.63
H -1.89 0.02 -4.40  0.09
H -1.95 -1.94 0.82  -0.27
H -3.99 -3.05 -1.58  0.23
H 1.57 -2.24 -6.34  0.44
H 3.15 -2.61 2.91  0.11
H -2.00 -3.97 -0.24  0.26
H -5.01 -1.61 3.04  0.22
H 3.05 -0.80 -7.69  0.40
H 7.10 -0.89 -1.33  0.44
H 2.56 -2.39 -0.03  0.54
H 1.97 -2.70 5.68  0.27
H 3.82 1.66 -4.27  0.40
H 0.22 0.93 5.17  0.29
H -1.75 -2.28 -4.33  0.23
H -2.86 4.56 5.70  0.46
H -1.14 -4.16 -1.75  0.57
H -0.44 5.04 5.59  0.43
H -3.67 4.88 0.89  0.45
H -3.44 0.71 -4.63  0.22
H -2.45 -4.39 -3.87  0.48
H 2.71 5.41 -2.83  0.44
H 4.53 -3.73 0.60  0.49
H 5.05 4.03 0.49  0.46
H 6.80 -3.00 -0.06  0.41
H -5.08 -0.90 4.65  0.44
H 1.87 3.12 -3.19  0.44
H 5.14 0.45 -1.96  0.41
H 4.30 5.87 -0.98  0.43
H -0.27 3.39 1.64  0.58
H -3.83 3.90 -0.60  0.42
H -4.13 -3.91 -3.94  0.43
H -5.24 -2.20 -3.86  0.20
H -5.34 -0.52 -4.13  0.22
H 2.80 -3.99 4.81  0.37
H 4.16 1.15 -6.66  0.43
H 0.87 4.45 3.57  0.47
H -5.65 1.33 3.67  0.20
H 2.73 -1.26 3.96  0.30

⟨S²⟩ = 3.784
Gap between HOMO and LUMO (alpha / beta) = 7.71 / 7.79 eV
Multiplicity = 4
Charge = +2
HOMO energy (alpha / beta) = -12.35 / -12.35 eV

---

[6]
Entry from OMol25: a cluster of 8 separate species, C35H86ClN6O11 in total at a distorted geometry (ωB97M-V with the def2-TZVPD basis set).

Last column: Mulliken charge in e.
Geometry (Å):
Cl -20.92 1.24 19.94  1.32
O -23.22 -0.56 15.24  -0.19
O -25.80 0.75 15.35  -0.07
O -20.17 0.39 20.82  -0.56
O -22.43 4.12 16.66  0.25
O -16.71 -2.26 23.24  -0.42
O -21.10 5.08 21.37  -0.57
O -23.13 -2.23 18.84  -0.12
O -21.74 0.54 18.98  0.05
O -20.03 2.18 19.28  -0.39
O -21.89 2.09 20.64  -0.85
O -17.16 2.99 18.39  -0.63
N -21.45 1.52 16.01  0.25
N -22.40 3.99 13.78  -0.54
N -24.22 1.69 17.40  -0.06
N -18.22 -0.99 26.37  -0.74
N -16.71 2.10 17.31  1.52
N -22.78 -3.32 19.63  -0.25
C -15.29 3.91 16.38  -2.00
C -14.94 0.86 15.54  -0.88
C -25.69 0.54 19.08  -1.63
C -23.96 -1.75 15.34  -0.43
C -17.08 -1.64 22.03  -0.50
C -19.34 -1.60 24.28  -1.08
C -14.68 1.47 18.64  -2.07
C -26.27 0.55 16.65  -1.19
C -16.85 -1.41 24.32  -0.76
C -22.78 4.62 17.93  -0.74
C -15.51 0.10 16.73  -1.03
C -25.13 0.54 17.64  2.46
C -15.93 1.01 17.86  1.90
C -20.35 -2.71 19.47  -0.61
C -18.10 -1.75 25.12  0.58
C -22.90 -4.36 21.81  -1.42
C -17.66 3.52 15.63  -2.18
C -19.70 5.39 21.38  -0.48
C -16.82 0.21 18.79  -1.76
C -26.80 0.50 14.42  -0.96
C -22.03 5.23 15.88  -1.15
C -19.56 -0.08 15.54  -0.45
C -21.46 -4.74 21.69  0.10
C -21.42 4.80 14.56  1.77
C -24.77 -3.03 20.94  -1.60
C -16.39 2.87 16.11  2.15
C -21.11 -4.96 20.24  -1.59
C -21.38 -4.28 17.91  -1.87
C -21.44 -3.79 19.35  2.36
C -23.26 -3.12 20.98  2.31
C -20.99 0.35 15.18  0.30
C -21.86 -0.84 15.42  -0.26
C -22.74 -1.88 21.70  -1.15
C -20.93 6.07 13.80  -1.79
C -15.92 1.89 15.04  -1.21
H -14.03 1.36 15.90  0.29
H -26.45 0.82 13.43  0.21
H -19.34 5.81 20.44  0.23
H -16.26 -1.01 21.65  0.32
H -25.14 -3.07 21.96  0.45
H -18.82 0.68 15.28  -0.35
H -15.94 -1.66 24.89  0.37
H -20.21 -1.74 24.94  0.43
H -25.16 -3.91 20.42  0.51
H -23.11 4.64 13.39  0.27
H -23.58 1.49 18.19  -0.48
H -21.28 -5.69 22.23  0.40
H -17.96 -2.82 25.32  0.23
H -21.57 -1.66 14.73  0.58
H -19.10 4.49 21.60  0.15
H -16.40 -0.48 16.40  0.24
H -14.97 1.82 19.63  0.37
H -13.98 0.64 18.76  0.40
H -22.96 5.78 15.65  0.31
H -21.46 -3.44 17.22  -0.01
H -26.96 1.37 16.93  0.40
H -20.52 -1.91 18.74  -0.64
H -26.58 1.19 19.15  0.46
H -14.82 -0.70 17.03  0.53
H -18.05 4.20 16.39  0.49
H -19.53 -0.24 16.62  -0.30
H -15.39 2.51 14.30  0.45
H -24.69 2.52 17.84  0.29
H -18.44 2.77 15.45  -0.07
H -16.67 -0.36 24.05  0.36
H -20.46 -4.84 17.74  0.43
H -25.98 -0.46 19.42  0.24
H -21.94 5.19 18.35  0.31
H -18.41 -0.01 26.14  0.28
H -24.98 -1.64 15.00  -0.11
H -23.09 3.81 18.57  0.06
H -26.85 -0.39 16.77  0.33
H -21.94 3.69 12.91  0.29
H -21.33 5.91 16.39  0.35
H -15.32 4.74 15.66  0.46
H -17.13 0.81 19.65  0.53
H -21.72 6.80 13.74  0.41
H -20.78 -4.03 22.16  -0.24
H -20.03 -5.20 20.15  0.44
H -27.69 1.13 14.59  0.34
H -19.51 6.05 22.24  0.30
H -19.42 -2.23 23.41  0.05
H -21.09 0.72 14.15  0.53
H -19.41 -0.56 23.93  0.24
H -17.70 -0.17 18.29  -0.35
H -23.31 -1.62 22.59  0.57
H -20.72 2.25 15.98  -0.18
H -16.77 1.44 14.52  0.38
H -23.59 -5.18 21.58  0.30
H -27.00 -0.58 14.28  0.33
H -17.99 -1.05 22.10  0.18
H -20.05 6.47 14.33  0.36
H -20.36 -2.25 20.47  -0.07
H -19.28 -1.02 15.04  0.62
H -16.23 -0.61 19.22  0.39
H -17.23 -2.40 21.25  0.25
H -21.69 -1.25 16.44  -0.51
H -14.19 2.31 18.16  0.37
H -21.19 1.23 16.97  -0.51
H -25.12 -2.13 20.44  -0.20
H -23.97 -2.07 16.39  0.06
H -20.54 4.17 14.75  -0.76
H -21.55 -5.86 19.79  0.33
H -20.60 5.80 12.79  0.44
H -23.42 -2.52 14.77  0.46
H -23.61 5.34 17.80  0.30
H -22.76 -0.98 21.07  -0.11
H -17.29 -0.95 26.81  0.29
H -22.49 -1.50 19.05  0.04
H -21.71 -1.98 22.06  -0.16
H -14.58 0.20 14.76  0.42
H -14.28 3.49 16.27  0.39
H -24.94 0.93 19.77  0.29
H -19.36 -3.13 19.30  0.62
H -15.36 4.36 17.37  0.29
H -23.13 -4.09 22.85  0.47
H -17.49 4.15 14.75  0.45
H -21.20 4.24 20.91  0.32
H -24.49 -0.34 17.57  -1.13
H -22.24 -4.92 17.65  0.48
H -18.09 2.72 18.54  0.32

Gap between HOMO and LUMO = 8.11 eV
Charge = -1
HOMO energy = -5.68 eV

---

[7]
Entry from OMol25: a structure of composition C3H2FGaO2 at a distorted geometry (ωB97M-V with the def2-TZVPD basis set).

Last column: Mulliken charge in e.
Geometry (Å):
Ga -1.59 -1.11 1.50  0.39
F 0.87 0.78 1.20  -0.20
O -1.87 0.27 0.24  -0.20
O 1.47 0.22 -0.90  -0.11
C 0.45 0.15 0.10  0.33
C 2.26 -0.72 -1.15  0.11
C -0.84 0.60 -0.38  0.17
H 0.10 -1.15 0.80  0.10
H -0.85 0.96 -1.42  0.41

⟨S²⟩ = 0.762
Gap between HOMO and LUMO (alpha / beta) = 5.26 / 7.82 eV
Multiplicity = 2
Charge = +1
HOMO energy (alpha / beta) = -12.38 / -14.73 eV